1.
DFT (the ωB97M-V functional and the def2-TZVPD basis) results for a structure of composition C6H5NNiO4.

```
17
Properties=species:S:1:pos:R:3:mulliken_spin:R:1
Ni -1.15618 0.02414 -0.14371 1.501
O -3.95975 0.39683 -1.03688 -0.007
O -1.54674 -2.77039 0.68338 -0.022
O -2.06495 1.00330 2.65895 -0.009
O -0.04848 -0.66714 -2.72810 -0.003
N 0.76083 -0.01266 0.14975 0.097
C -2.99295 0.15084 -0.43117 0.085
C -1.48977 0.59456 1.72709 0.123
C 1.91208 -0.07193 0.22057 -0.020
C -0.75869 -0.36809 -1.88118 0.071
C 3.35606 -0.14543 0.33963 0.000
C -1.33002 -1.66311 0.45196 0.120
H -1.32363 2.03568 -0.69797 0.032
H -0.61206 2.00472 -0.42938 0.034
H 3.67765 -0.40214 1.35951 -0.001
H 3.74251 -0.92260 -0.33285 -0.001
H 3.83406 0.81342 0.09040 -0.001
```

**Frontier orbital gap (alpha / beta)**: 10.8 / 10.3 eV
**2S+1**: 3
**LUMO level (alpha / beta)**: -9.152 / -10.512 eV
**Molecular weight**: 213.802 g mol⁻¹
**Total charge**: +2
**E_HOMO (alpha / beta)**: -19.91 / -20.77 eV
**Energy above the lowest of the compared OMol25 structures with the same formula, charge and spin**: 0.0 kcal/mol
**Maximum force**: 0.1792 Eh/bohr
**E**: -57004.8229 eV

***

2.
DFT (the ωB97M-V functional and the def2-TZVPD basis) results for a cluster of 2 separate species, C4H8O3 in total.

```
15
Properties=species:S:1:pos:R:3:lowdin_charge:R:1
O 0.49509 1.52441 0.81877 -0.022
O -1.65112 -0.54367 -1.63177 -0.012
O 1.41172 0.08413 -1.18555 0.034
C 0.74328 -0.52662 -0.37592 -0.222
C 0.12300 0.17262 0.81590 -0.430
C -1.46215 0.31762 -2.45685 -0.097
C 0.52573 -0.52311 2.11340 -0.039
H -2.29509 0.74201 -3.04656 0.087
H 0.58619 -1.61594 -0.46121 0.138
H 0.17075 -1.56006 2.12724 0.084
H -0.45058 0.71798 -2.65352 0.083
H 1.61331 -0.51437 2.23844 0.089
H 0.07859 0.00618 2.95870 0.084
H 1.07829 1.63635 0.04819 0.084
H -0.96700 0.08245 0.69075 0.139
```

**Frontier orbital gap**: 10.8 eV
**LUMO level**: 0.585 eV
**Molecular weight**: 104.105 g mol⁻¹
**E_HOMO**: -10.23 eV
**Energy above the lowest of the compared OMol25 structures with the same formula, charge and spin**: 48.3 kcal/mol
**Maximum force**: 0.0109 Eh/bohr
**E**: -10418.9072 eV

***

3.
DFT (the ωB97M-V functional and the def2-TZVPD basis) results for a structure of composition C10H8BrCl3N2O2PdS3SbSi.

```
32
Properties=species:S:1:pos:R:3:mulliken_spin:R:1
Sb -5.29167 0.12225 -0.11637 -0.004
Pd -1.67270 -0.04920 0.50798 0.631
Br 7.14735 -0.25462 1.20166 0.000
Cl -1.75233 2.11430 3.01059 -0.005
Cl -2.11756 -0.87772 3.94349 -0.001
Cl -4.75230 0.96898 3.27946 0.001
S -5.56288 -0.72627 -2.27280 -0.001
S -3.38429 1.62991 0.02455 0.194
S -3.64384 -1.36198 1.12605 0.158
Si -2.89791 0.38486 2.40626 -0.029
O 0.35707 -1.14683 1.16021 0.032
O 0.45364 0.96107 0.41833 0.035
N -1.07096 -0.56145 -1.82713 0.001
N -2.68337 -0.21799 -3.29113 0.000
C -1.71345 0.73558 -3.53057 0.000
C 5.24022 -0.20781 1.08985 0.000
C -2.25577 -0.94110 -2.23796 0.007
C 4.62149 0.95568 0.66785 0.000
C 3.23735 0.97861 0.58737 0.002
C 3.13594 -1.29576 1.34704 0.003
C 4.51991 -1.33865 1.43341 0.000
C 0.97827 -0.10949 0.82857 -0.016
C -0.70469 0.47326 -2.64927 -0.001
C 2.48835 -0.14171 0.92372 0.001
H 5.21087 1.82497 0.40898 0.000
H -2.87507 -1.69370 -1.77492 -0.002
H 5.03165 -2.23321 1.76195 0.000
H -3.67893 -0.19366 -3.50990 0.000
H 0.22373 0.99872 -2.49880 0.000
H 2.52852 -2.15282 1.60351 -0.002
H -1.82439 1.49001 -4.28875 0.000
H 2.70774 1.86576 0.26677 -0.003
```

**Frontier orbital gap (alpha / beta)**: 5.1 / 5.4 eV
**2S+1**: 2
**LUMO level (alpha / beta)**: 3.567 / 3.567 eV
**Molecular weight**: 726.916 g mol⁻¹
**Total charge**: -2
**E_HOMO (alpha / beta)**: -1.56 / -1.79 eV
**Energy above the lowest of the compared OMol25 structures with the same formula, charge and spin**: 12.7 kcal/mol
**Maximum force**: 0.0105 Eh/bohr
**E**: -175595.9245 eV

***

4.
DFT (the ωB97M-V functional and the def2-TZVPD basis) results for a structure of composition C28H40BN16Y.

```
86
Properties=species:S:1:pos:R:3:mulliken_spin:R:1
Y 0.90034 0.30369 0.17585 0.000
N -0.30772 2.32800 -0.41135 0.000
N 2.39657 -1.66607 0.68041 0.000
N -4.60713 -1.98366 -0.90086 0.294
N 4.42597 0.18438 -0.18604 0.000
N -2.81820 0.83112 0.65077 0.001
N 2.36881 2.19487 -0.71629 0.000
N -2.76425 0.11731 -0.51895 -0.004
N -1.18367 -1.48750 -1.68210 -0.016
N 4.04928 -3.04441 1.31405 0.000
N 1.33032 1.95404 1.96242 0.000
N -1.66581 -1.65158 0.84592 -0.013
N -0.58588 -1.01798 1.39613 0.004
N 7.05561 -0.19530 0.67050 0.000
N -3.37944 -2.33504 -0.85609 0.279
N 2.85866 -3.66205 1.37867 0.000
N 0.04583 -0.91251 -1.59912 0.002
C -3.24021 -3.73876 -1.03040 0.102
C 0.14596 2.71910 -1.76311 0.000
C 0.52093 -0.90428 3.62724 0.001
C 4.77837 -0.84943 0.57871 0.000
C -0.19411 3.42182 0.58888 0.000
C -4.47536 -4.26276 -1.20279 0.036
C 0.66971 -1.12514 -2.77156 0.000
C -0.16623 -1.83946 -3.62471 0.000
C 1.66513 2.96321 -1.78250 0.000
C -1.32835 -2.02599 -2.90546 0.002
C 6.08893 -1.03245 1.01646 0.000
C -0.52397 -1.39933 2.68235 0.000
C 2.05146 -0.61165 -3.01301 0.001
C -3.85727 2.91108 1.44263 0.000
C 0.17559 2.89808 1.96959 0.000
C 2.67838 2.54979 1.77498 0.000
C 2.92852 3.06407 0.36226 0.000
C -1.56144 -2.28336 2.96934 0.000
C -3.40090 0.79228 -1.51502 -0.001
C -5.35426 -3.15791 -1.12633 0.261
C -6.80462 -3.06873 -1.23737 -0.003
C -3.89188 1.95375 -0.99102 -0.001
C -2.27029 -2.38692 1.79530 -0.003
C 1.88188 -2.85223 0.99834 0.000
C 5.41163 1.00710 -0.54306 0.000
C -3.51921 1.92082 0.37738 0.000
C 6.72202 0.81485 -0.12321 0.000
C 3.74407 -1.84658 0.88633 0.000
B -2.22479 -1.28186 -0.54486 -0.014
H -2.24431 -2.50767 -3.20836 -0.006
H 2.83589 3.37409 2.47614 0.000
H -3.48528 0.38630 -2.51187 0.000
H 0.71245 -1.64764 4.39898 0.000
H -1.29151 2.05994 -0.46165 0.000
H 2.02863 0.42454 -3.35783 0.000
H -7.27082 -4.03716 -1.38867 -0.002
H 0.18002 -0.00106 4.13860 0.000
H 0.84283 -3.13423 0.96659 0.000
H -3.51388 2.55988 2.41388 0.000
H -0.67397 2.33694 2.36890 0.000
H 1.34249 1.53608 2.88845 0.000
H 2.80749 -4.62801 1.67174 0.000
H -4.74339 -5.29314 -1.36686 0.003
H 5.17060 1.83974 -1.19700 0.000
H -1.78040 -2.75733 3.91085 0.000
H -3.42880 3.89322 1.23805 0.000
H -0.12456 1.90587 -2.44141 0.000
H 2.05747 2.67864 -2.75794 0.000
H 4.00550 3.17900 0.23390 0.000
H 7.51021 1.49009 -0.43272 0.000
H 2.54414 -1.19187 -3.79055 0.000
H 0.36237 3.73720 2.64513 0.000
H 6.35082 -1.87209 1.64810 0.000
H -4.47501 2.70443 -1.49787 0.000
H -7.06455 -2.39296 -2.06211 0.044
H 0.04118 -2.16583 -4.62947 0.000
H -1.13731 3.96325 0.66588 0.000
H 2.51334 4.06159 0.24973 0.000
H 1.47277 -0.70478 3.12933 0.000
H 1.88606 4.02432 -1.67323 0.000
H -2.26306 -4.19496 -1.01287 -0.007
H 0.53538 4.14351 0.23272 0.000
H 3.40211 1.77019 2.02302 0.000
H -4.93674 3.05142 1.49777 0.000
H 3.14558 1.69186 -1.13127 0.000
H -0.37502 3.61288 -2.11407 0.000
H 2.67861 -0.68111 -2.11760 0.000
H -3.17569 -2.93598 1.59666 0.002
H -7.21068 -2.58559 -0.34036 0.042
```

**Frontier orbital gap (alpha / beta)**: 9.1 / 5.6 eV
**2S+1**: 2
**LUMO level (alpha / beta)**: -7.482 / -11.026 eV
**Molecular weight**: 700.458 g mol⁻¹
**Total charge**: +3
**E_HOMO (alpha / beta)**: -16.62 / -16.62 eV
**Energy above the lowest of the compared OMol25 structures with the same formula, charge and spin**: 5.5 kcal/mol
**Maximum force**: 0.0233 Eh/bohr
**E**: -55228.2999 eV

***

5.
DFT (the ωB97M-V functional and the def2-TZVPD basis) results for a cluster of 2 separate species, C3H3I2NO in total.

```
10
Properties=species:S:1:pos:R:3:lowdin_charge:R:1
I 2.75369 1.68052 -0.17617 0.017
I 2.31604 -1.18379 -0.38565 0.938
O -0.67329 0.99529 -0.46403 -0.066
N -1.36149 -1.82040 0.93652 0.165
C -0.60036 -1.64798 0.09353 -0.441
C 0.35538 -1.55815 -0.89935 -0.562
C -0.94801 1.48961 0.56637 -0.165
H -1.67676 2.17340 0.68522 0.045
H -0.36563 1.21182 1.50493 0.099
H 0.20044 -1.34032 -1.86137 -0.030
```

**Frontier orbital gap**: 5.9 eV
**LUMO level**: -2.637 eV
**Molecular weight**: 322.871 g mol⁻¹
**E_HOMO**: -8.57 eV
**Energy above the lowest of the compared OMol25 structures with the same formula, charge and spin**: 79.3 kcal/mol
**Maximum force**: 0.0910 Eh/bohr
**E**: -22894.3704 eV

***

6.
DFT (the ωB97M-V functional and the def2-TZVPD basis) results for a structure of composition C17H21N5O2ReS.

```
47
Properties=species:S:1:pos:R:3:mulliken_spin:R:1
Re -0.05392 0.61614 -1.05307 0.776
S 0.36078 -1.09786 0.83211 0.616
O -0.82287 2.40113 1.43076 0.018
O -2.57966 -1.26316 -1.09236 -0.002
N -0.04218 -3.12685 -0.88861 0.035
N 2.06619 1.88382 1.51822 0.008
N -1.96110 -0.57652 2.14826 0.507
N -0.25304 -0.84516 3.46908 0.531
N -1.36155 2.02751 -1.97974 -0.042
C -1.61456 -0.59390 -1.10296 0.033
C -2.55568 -0.65034 3.46911 0.013
C 0.83375 -0.58143 -2.86543 0.047
C -1.53094 2.80320 -2.86306 0.069
C -1.35850 -0.75952 4.39172 0.017
C 0.54860 0.74886 -3.17415 -0.003
C 3.76190 1.63922 3.48768 0.000
C 2.81589 1.69675 2.38825 -0.001
C -2.44062 3.74623 -3.46059 0.003
C 1.67217 -0.88449 -1.81744 0.066
C 2.06135 1.44701 -1.41440 0.086
C -0.19554 -4.06869 -1.54531 0.001
C -0.48857 1.74706 0.52745 0.024
C -0.33217 -5.37923 -2.16036 0.001
C 1.18302 1.77842 -2.44242 -0.028
C -0.63703 -0.78496 2.19085 -0.010
C 2.21242 0.12304 -1.03256 0.025
H 4.72480 2.09527 3.21890 0.000
H -2.06849 4.76329 -3.26397 0.003
H -3.17061 0.23444 3.63741 0.051
H -2.48648 -0.39284 1.30647 -0.030
H -3.20208 -1.53167 3.54461 0.071
H 0.36636 -1.36378 -3.44643 0.000
H 2.82796 -0.13083 -0.18325 0.012
H -0.20982 -5.32965 -3.24790 0.000
H 0.42374 -6.05258 -1.72930 0.000
H -0.04604 0.98378 -4.04041 -0.003
H 3.33203 2.17839 4.34027 0.000
H -1.32207 -5.79093 -1.92175 0.001
H -3.43656 3.61317 -3.00255 0.005
H 1.90066 -1.91382 -1.58925 -0.001
H -1.40623 -1.64837 5.01327 0.057
H 3.91673 0.59498 3.77774 0.000
H 0.69249 -1.06516 3.72631 -0.024
H 1.07293 2.81200 -2.72785 -0.004
H 2.56571 2.23279 -0.87338 0.006
H -2.50227 3.56161 -4.54479 0.002
H -1.26087 0.10359 5.04481 0.067
```

**Frontier orbital gap (alpha / beta)**: 6.6 / 4.7 eV
**2S+1**: 4
**LUMO level (alpha / beta)**: -13.309 / -17.374 eV
**Molecular weight**: 545.662 g mol⁻¹
**Total charge**: +4
**E_HOMO (alpha / beta)**: -19.91 / -22.04 eV
**Energy above the lowest of the compared OMol25 structures with the same formula, charge and spin**: 0.0 kcal/mol
**Maximum force**: 0.1179 Eh/bohr
**E**: -42432.9269 eV

***

7.
DFT (the ωB97M-V functional and the def2-TZVPD basis) results for a cluster of 2 separate species, C3H12N in total.

```
16
Properties=species:S:1:pos:R:3:lowdin_charge:R:1
N -0.05381 3.32520 0.12656 0.299
C -0.08525 -1.18214 0.59210 -0.321
C 0.17002 -0.52004 -0.76811 -0.157
C -0.13031 -2.70482 0.27455 -0.143
H -1.06937 -0.93607 0.96159 0.086
H -0.25827 2.35547 -0.26186 0.135
H 0.91622 3.58013 0.50162 0.200
H -0.78254 3.66564 0.70508 0.129
H -0.24897 -3.22539 1.24182 0.075
H -1.00641 -3.07362 -0.23441 0.064
H 0.77618 -3.13928 -0.20989 0.088
H 0.67219 -1.12811 1.41677 0.115
H 0.33585 0.67349 -0.83708 0.032
H -0.05521 3.87792 -0.76261 0.171
H 1.36827 -0.78435 -1.16299 0.152
H -0.54859 -0.78405 -1.58314 0.078
```

**Frontier orbital gap**: 9.9 eV
**LUMO level**: -4.500 eV
**Molecular weight**: 62.136 g mol⁻¹
**Total charge**: +1
**E_HOMO**: -14.37 eV
**Energy above the lowest of the compared OMol25 structures with the same formula, charge and spin**: 38.0 kcal/mol
**Maximum force**: 0.0950 Eh/bohr
**E**: -4787.4871 eV